[1]
The following is a quantum chemistry calculation of a 7-piece molecular cluster, C17H33NO18S2 overall at a distorted geometry, from the Open Molecules 2025 dataset.

Each line ends with the Mulliken charge.
Cartesian coordinates (Å):
N (-0.43, 1.07, 1.33)  -0.64
H (-0.82, 0.21, 1.70)  0.39
H (0.54, 0.92, 1.07)  0.39
H (-0.48, 1.65, 2.15)  0.41
H (-0.94, 1.55, 0.60)  0.37
C (-0.59, 4.32, 6.86)  -0.57
O (-1.21, 3.91, 5.66)  -0.87
H (-1.13, 4.09, 7.78)  0.20
H (0.50, 4.23, 6.85)  0.15
H (-0.72, 5.39, 6.97)  0.18
C (-3.34, 8.07, -6.12)  -1.23
C (-4.07, 7.47, -4.91)  0.23
C (-5.10, 6.40, -5.28)  -0.37
O (-4.43, 5.24, -4.95)  -0.35
C (-3.35, 5.45, -4.21)  0.71
O (-2.58, 4.61, -3.81)  -0.56
O (-3.13, 6.74, -4.18)  -0.35
H (-2.82, 7.29, -6.66)  0.33
H (-2.70, 8.83, -5.67)  0.35
H (-4.12, 8.58, -6.69)  0.37
H (-4.58, 8.17, -4.25)  0.33
H (-5.21, 6.39, -6.36)  0.23
H (-6.12, 6.53, -4.91)  0.31
C (7.84, 2.51, 7.69)  -1.49
C (7.30, 1.57, 6.70)  0.58
C (5.89, 1.20, 7.02)  -0.58
O (5.34, 0.91, 5.72)  -0.32
C (6.01, 1.76, 4.87)  0.66
O (5.73, 1.85, 3.71)  -0.55
O (7.11, 2.25, 5.48)  -0.33
H (8.02, 2.11, 8.69)  0.43
H (7.29, 3.41, 7.94)  0.35
H (8.86, 2.80, 7.44)  0.35
H (7.89, 0.66, 6.56)  0.25
H (5.26, 1.98, 7.44)  0.34
H (5.88, 0.28, 7.59)  0.30
C (3.83, -5.06, -7.67)  -1.48
C (3.95, -4.83, -6.20)  0.65
C (5.19, -4.03, -5.72)  -0.42
O (4.59, -2.99, -4.89)  -0.36
C (3.25, -3.03, -4.93)  0.69
O (2.52, -2.47, -4.18)  -0.53
O (2.91, -3.98, -5.81)  -0.38
H (2.91, -5.57, -7.95)  0.34
H (4.70, -5.62, -8.01)  0.39
H (3.84, -4.12, -8.23)  0.37
H (3.96, -5.83, -5.76)  0.20
H (5.87, -3.64, -6.47)  0.28
H (5.88, -4.61, -5.11)  0.26
C (0.58, -8.82, 1.00)  -0.28
C (-0.10, -8.42, -0.28)  -0.21
O (-0.16, -7.02, -0.20)  -0.33
S (-0.31, -6.45, 1.37)  1.09
O (-1.70, -6.47, 1.76)  -0.50
O (0.50, -5.24, 1.55)  -0.51
O (0.41, -7.84, 1.98)  -0.34
H (1.65, -9.02, 0.94)  0.25
H (0.20, -9.78, 1.36)  0.28
H (-1.04, -8.97, -0.41)  0.28
H (0.62, -8.54, -1.08)  0.27
C (-8.53, 0.98, 1.53)  -0.20
C (-7.10, 1.05, 1.36)  -0.33
O (-6.55, -0.29, 1.17)  -0.29
S (-7.71, -1.34, 0.76)  1.08
O (-8.01, -2.28, 1.86)  -0.52
O (-7.42, -1.95, -0.54)  -0.51
O (-8.96, -0.13, 0.80)  -0.36
H (-9.03, 1.80, 1.02)  0.26
H (-8.87, 0.90, 2.57)  0.28
H (-6.61, 1.61, 2.16)  0.32
H (-6.87, 1.54, 0.42)  0.27

As for the spin multiplicity: 1. The HOMO-LUMO gap comes out at 2.9 eV. The value obtained for the total energy is -2872.70619 a.u. Its LUMO energy is -1.28 eV.

[2]
The following is a quantum chemistry calculation of C48H46FeN6O2S4Si as an isolated structure, from the Open Molecules 2025 dataset.

Each line ends with the Mulliken spin population.
Cartesian coordinates (Å):
Fe (1.17, -1.50, -0.98)  3.74
C (1.19, -6.90, -2.93)  0.00
Si (-0.56, -6.28, -3.10)  0.00
C (-1.27, -7.01, -4.67)  0.00
C (-1.60, -6.86, -1.66)  0.00
C (-0.69, -4.41, -3.27)  0.00
C (-1.52, -3.87, -4.24)  0.01
C (-1.59, -2.50, -4.46)  0.00
C (-0.77, -1.70, -3.69)  0.01
N (0.02, -2.16, -2.72)  0.00
C (0.04, -3.49, -2.48)  0.01
S (1.02, -3.94, -1.13)  0.07
H (1.22, -7.97, -3.15)  0.00
H (1.57, -6.74, -1.92)  0.00
H (1.86, -6.39, -3.62)  0.00
H (-1.08, -8.09, -4.69)  0.00
H (-0.81, -6.58, -5.56)  0.00
H (-2.35, -6.87, -4.74)  0.00
H (-1.68, -7.95, -1.65)  0.00
H (-2.61, -6.44, -1.73)  0.00
H (-1.17, -6.53, -0.72)  0.00
H (-2.12, -4.53, -4.86)  0.00
H (-2.22, -2.07, -5.22)  0.00
H (-0.73, -0.63, -3.87)  0.00
N (-0.33, -1.16, 0.44)  0.04
S (-1.45, -0.36, 0.84)  -0.01
N (-1.18, 0.83, 1.98)  0.01
S (-0.69, 2.25, 1.65)  0.00
N (0.31, 2.61, 0.55)  0.00
S (1.67, 1.70, 0.14)  0.01
N (1.50, 0.65, -0.83)  0.02
C (2.71, 3.04, -0.41)  0.00
C (3.92, 2.62, -0.94)  0.00
C (4.80, 3.57, -1.44)  0.00
C (4.45, 4.91, -1.43)  0.00
C (3.23, 5.32, -0.91)  0.00
C (2.35, 4.38, -0.39)  0.00
C (2.36, 1.35, 1.76)  0.00
C (2.99, 2.34, 2.50)  0.00
C (3.46, 2.05, 3.77)  0.00
C (3.29, 0.77, 4.29)  0.00
C (2.67, -0.21, 3.55)  0.00
C (2.19, 0.07, 2.27)  0.01
C (-0.16, 2.85, 3.24)  0.00
C (-0.20, 2.05, 4.36)  0.00
C (0.24, 2.58, 5.57)  0.00
C (0.70, 3.89, 5.62)  0.00
C (0.74, 4.68, 4.48)  0.00
C (0.31, 4.15, 3.27)  0.00
C (-2.07, 3.32, 1.28)  0.00
C (-2.09, 4.09, 0.13)  0.00
C (-3.21, 4.87, -0.12)  0.00
C (-4.27, 4.87, 0.78)  0.00
C (-4.23, 4.09, 1.93)  0.00
C (-3.12, 3.30, 2.18)  0.00
C (-2.39, 0.54, -0.40)  0.00
C (-1.71, 0.93, -1.54)  0.01
C (-2.37, 1.69, -2.50)  0.00
C (-3.71, 2.03, -2.32)  0.00
C (-4.39, 1.62, -1.18)  0.00
C (-3.73, 0.88, -0.21)  0.00
C (-2.69, -1.28, 1.71)  0.00
C (-3.47, -0.79, 2.75)  0.00
C (-4.40, -1.62, 3.34)  0.00
C (-4.54, -2.94, 2.90)  0.00
C (-3.74, -3.42, 1.88)  0.00
C (-2.80, -2.59, 1.27)  0.00
H (4.15, 1.56, -0.98)  0.00
H (5.74, 3.26, -1.87)  0.00
H (5.13, 5.65, -1.83)  0.00
H (2.96, 6.37, -0.91)  0.00
H (1.39, 4.68, 0.01)  0.00
H (3.13, 3.34, 2.09)  0.00
H (3.96, 2.82, 4.35)  0.00
H (3.67, 0.54, 5.28)  0.00
H (2.55, -1.21, 3.94)  0.00
H (1.71, -0.70, 1.68)  0.00
H (-0.55, 1.03, 4.29)  0.00
H (0.23, 1.97, 6.46)  0.00
H (1.05, 4.30, 6.56)  0.00
H (1.11, 5.69, 4.52)  0.00
H (0.34, 4.75, 2.36)  0.00
H (-1.26, 4.05, -0.56)  0.00
H (-3.25, 5.47, -1.01)  0.00
H (-5.14, 5.48, 0.58)  0.00
H (-5.06, 4.09, 2.62)  0.00
H (-3.07, 2.69, 3.07)  0.00
H (-0.67, 0.66, -1.67)  0.01
H (-1.84, 1.99, -3.39)  0.00
H (-4.22, 2.60, -3.08)  0.00
H (-5.43, 1.87, -1.05)  0.00
H (-4.26, 0.55, 0.67)  0.00
H (-3.34, 0.23, 3.09)  0.00
H (-5.02, -1.26, 4.16)  0.00
H (-5.26, -3.59, 3.37)  0.00
H (-3.84, -4.45, 1.55)  0.00
H (-2.15, -2.95, 0.49)  0.00
O (3.42, -1.19, -4.40)  0.00
C (3.81, -1.34, -3.27)  0.00
C (5.30, -1.40, -2.88)  0.00
C (5.28, -1.67, -1.38)  0.00
C (3.80, -1.61, -1.06)  -0.02
O (3.31, -1.67, 0.08)  0.02
N (3.03, -1.47, -2.14)  0.04
H (5.76, -0.45, -3.14)  0.00
H (5.80, -2.17, -3.47)  0.00
H (5.83, -0.94, -0.77)  0.00
H (5.65, -2.66, -1.11)  0.00

As for the spin multiplicity: 5. The HOMO-LUMO gap (alpha / beta) comes out at 6.0 / 6.0 eV. The expectation value of S² is 6.010. The value obtained for the total energy is -5481.53555 a.u. For the energy above the lowest of the compared OMol25 structures with the same formula, charge and spin, the calculation gives 0.114 eV. Its LUMO energy (alpha / beta) is -0.35 / -0.35 eV.